{"formula": "H10O5", "method": "wB97M-V/def2-TZVPD", "elements": ["O", "H", "H", "O", "H", "H", "O", "H", "H", "O", "H", "H", "O", "H", "H"], "xyz": [[-0.79813, 0.32706, 1.56299], [-1.43685, 0.10456, 0.85693], [-1.35377, 0.25419, 2.30324], [-2.14751, -0.63864, -0.53867], [-1.26806, -0.54815, -0.94778], [-2.68389, -0.00241, -1.22260], [0.28465, -0.14266, -1.72688], [0.75076, -0.14338, -2.59934], [0.79781, 0.55471, -1.17260], [1.41023, 1.22176, 0.05553], [2.05118, 0.57588, 0.52149], [0.56787, 1.24145, 0.63164], [1.65689, -0.91430, 0.86275], [1.30760, -1.00510, -0.01960], [0.86122, -0.88498, 1.43289]], "atomic_forces_ev_per_a": [[0.59, 0.09, -1.18], [0.05, -0.16, -0.54], [-0.83, 0.06, 2.00], [-2.15, 2.64, -2.66], [0.35, -0.31, -0.33], [1.72, -2.39, 2.67], [1.20, 0.48, -1.05], [-0.82, -0.17, 1.06], [-0.41, -0.58, -0.20], [-0.45, 1.61, 1.09], [-1.71, 1.20, -0.64], [2.05, -0.10, -0.87], [0.30, -2.15, 1.67], [-0.34, -0.32, -0.65], [0.44, 0.10, -0.38]], "lowdin_charge": [-0.047, 0.014, 0.039, -0.121, -0.018, 0.152, -0.130, 0.080, 0.007, -0.136, 0.067, 0.068, -0.059, 0.025, 0.058], "lumo_ev": 0.58, "orbital_gap_ev": 11.04, "e_homo_ev": -10.458, "multiplicity": 1, "smiles": "O.O.O.O.O", "fmax_ev_per_a": 4.3}

{"formula": "C34H48N5O2SScSi2", "method": "wB97M-V/def2-TZVPD", "elements": ["Sc", "C", "C", "O", "C", "C", "C", "N", "N", "C", "O", "C", "C", "C", "C", "C", "C", "H", "H", "H", "H", "H", "H", "H", "H", "H", "H", "H", "H", "N", "C", "C", "C", "C", "C", "C", "N", "C", "C", "C", "S", "C", "N", "H", "H", "H", "H", "H", "H", "H", "C", "Si", "C", "C", "C", "Si", "C", "C", "C", "H", "H", "H", "H", "H", "H", "H", "H", "H", "H", "H", "H", "H", "H", "H", "H", "H", "H", "H", "C", "C", "C", "C", "C", "H", "H", "H", "H", "H", "H", "H", "H", "H", "H"], "xyz": [[1.46402, 0.53122, -0.32519], [4.78335, 0.65819, 2.71872], [3.69191, 0.02068, 1.89075], [3.00372, 0.84525, 1.16926], [3.52471, -1.33960, 1.90397], [2.44327, -1.87665, 1.09751], [2.69318, -2.93003, 0.05098], [1.23285, -1.42248, 1.17443], [0.86254, -0.81182, 2.37010], [0.21200, 0.29194, 2.22528], [0.08912, 0.95561, 1.11158], [-0.46704, 0.85634, 3.42588], [-1.04811, 2.11678, 3.35084], [-1.71696, 2.64698, 4.44575], [-1.80597, 1.92311, 5.62553], [-1.22155, 0.66375, 5.70505], [-0.55711, 0.13219, 4.61261], [5.26428, 1.45566, 2.14833], [5.52668, -0.07000, 3.04567], [4.33012, 1.11464, 3.60201], [4.27924, -1.97696, 2.34740], [3.70262, -2.86650, -0.35561], [1.96163, -2.84455, -0.75417], [2.56109, -3.91756, 0.50510], [-0.97861, 2.65880, 2.41743], [-2.18000, 3.62397, 4.37191], [-2.33931, 2.33132, 6.47646], [-1.30067, 0.08766, 6.61983], [-0.11199, -0.85283, 4.64611], [1.32386, -0.90322, -4.39423], [-0.02465, -0.57341, -4.40421], [-0.97000, -0.60246, -5.41022], [-2.26692, -0.21394, -5.07486], [-2.58063, 0.17402, -3.77518], [-1.62264, 0.20227, -2.76785], [-0.32591, -0.16942, -3.09113], [0.81351, -0.23947, -2.30175], [1.81122, -0.65059, -3.12763], [3.15067, -0.70567, -2.74724], [4.30740, -1.10357, -3.45030], [5.69361, -0.88797, -2.42422], [4.66883, -0.29434, -1.16996], [3.41683, -0.25167, -1.45600], [1.89506, -1.10252, -5.19304], [-0.71815, -0.92153, -6.41506], [-3.04082, -0.23185, -5.83292], [-3.60155, 0.43450, -3.52592], [-1.90356, 0.44663, -1.75259], [4.39192, -1.56515, -4.41781], [5.06570, 0.02293, -0.21803], [-1.33994, -3.64163, -1.38195], [-2.65748, -3.13947, -0.10255], [-2.21937, -4.21432, 1.41902], [-4.29915, -3.91346, -0.69348], [-2.73632, -1.37658, 0.11439], [-3.94434, -0.36755, 0.94691], [-3.67779, 1.47239, 0.55565], [-4.06657, -0.42050, 2.85395], [-5.75138, -0.75835, 0.45052], [-1.57356, -4.60309, -1.85298], [-0.36079, -3.73213, -0.90219], [-1.26167, -2.88517, -2.16703], [-2.13813, -5.28379, 1.18820], [-2.97421, -4.08716, 2.20183], [-1.26453, -3.87260, 1.82969], [-4.19981, -4.99617, -0.83085], [-4.61067, -3.47085, -1.64338], [-5.09916, -3.73818, 0.03155], [-1.75252, -0.90420, 0.00976], [-2.64387, 1.74243, 0.78972], [-4.34450, 2.12813, 1.12601], [-3.83622, 1.66795, -0.50958], [-3.12651, -0.11034, 3.31798], [-4.27022, -1.44538, 3.18182], [-4.86643, 0.22574, 3.23664], [-5.83309, -0.93437, -0.62455], [-6.41635, 0.07024, 0.71975], [-6.11601, -1.65239, 0.96591], [2.24202, 4.54556, -2.48736], [2.53667, 3.70600, -1.23650], [3.95470, 3.13557, -1.34121], [2.47110, 4.61596, 0.00315], [1.51887, 2.60453, -1.06806], [2.98777, 5.33906, -2.61913], [1.25467, 5.00802, -2.41255], [2.24992, 3.91487, -3.37943], [4.69921, 3.93450, -1.44101], [4.03787, 2.47526, -2.20816], [4.18211, 2.54893, -0.44884], [3.21419, 5.42103, -0.06101], [2.66144, 4.03060, 0.90454], [1.47976, 5.06624, 0.09592], [0.50749, 3.02602, -1.20451]], "atomic_forces_ev_per_a": [[0.54, 0.64, 0.51], [0.00, 0.00, -0.02], [0.06, -0.03, 0.00], [-0.12, -0.08, 0.03], [0.01, -0.01, -0.05], [0.02, 0.01, -0.02], [0.00, 0.01, 0.01], [-0.09, -0.09, -0.06], [0.03, 0.05, 0.00], [-0.07, -0.09, -0.18], [-0.17, -0.15, -0.15], [0.08, 0.04, 0.04], [-0.01, -0.01, 0.00], [0.00, 0.00, 0.00], [0.00, 0.00, 0.00], [0.00, 0.00, 0.01], [0.02, 0.02, 0.00], [0.02, -0.02, -0.01], [-0.01, 0.00, 0.02], [-0.01, 0.02, -0.01], [-0.02, 0.00, 0.03], [0.00, 0.01, -0.01], [-0.01, 0.00, 0.02], [0.02, 0.00, 0.00], [0.00, 0.00, 0.00], [0.00, 0.00, 0.00], [0.00, 0.00, 0.00], [0.00, 0.00, 0.00], [0.00, 0.00, 0.00], [0.00, -0.08, 0.00], [0.02, 0.03, -0.02], [-0.02, -0.01, 0.01], [0.00, 0.00, -0.01], [0.01, -0.01, -0.01], [-0.05, -0.01, 0.02], [0.01, -0.09, 0.03], [-0.09, -0.13, -0.18], [0.03, 0.12, 0.05], [0.00, -0.07, 0.02], [0.01, 0.04, -0.02], [-0.02, -0.01, -0.01], [0.06, 0.03, 0.01], [-0.12, -0.12, -0.12], [0.01, 0.04, 0.00], [0.00, 0.00, 0.00], [0.00, 0.00, 0.00], [0.00, 0.00, 0.00], [0.02, 0.00, 0.01], [0.00, -0.03, 0.00], [-0.03, 0.01, 0.01], [-0.01, -0.02, -0.01], [-0.02, -0.03, -0.04], [0.01, 0.02, 0.01], [0.01, 0.00, -0.02], [0.00, 0.04, 0.06], [-0.04, -0.03, -0.08], [0.01, 0.02, -0.03], [0.00, 0.01, 0.01], [0.02, 0.01, 0.01], [0.02, -0.02, 0.02], [0.01, 0.04, 0.00], [-0.01, 0.00, -0.02], [0.00, 0.00, -0.01], [-0.01, -0.01, 0.01], [0.00, -0.01, 0.01], [0.00, 0.00, 0.01], [0.00, 0.01, 0.00], [-0.01, 0.01, 0.01], [-0.05, -0.03, 0.15], [0.01, 0.01, 0.00], [0.01, -0.01, 0.02], [-0.01, 0.00, 0.00], [-0.01, 0.00, -0.01], [0.00, -0.01, 0.00], [0.00, 0.00, 0.00], [0.00, 0.01, -0.01], [0.00, 0.00, 0.02], [0.00, -0.02, -0.02], [-0.01, 0.00, 0.00], [0.03, -0.04, 0.04], [-0.02, -0.01, 0.00], [-0.01, 0.00, -0.01], [-0.07, 0.03, -0.06], [0.00, 0.00, 0.00], [0.00, 0.00, 0.00], [0.01, 0.00, 0.00], [0.00, 0.01, 0.01], [0.01, 0.00, -0.01], [0.01, 0.00, 0.00], [0.00, 0.01, 0.00], [0.01, 0.00, 0.00], [0.00, 0.00, 0.00], [0.01, 0.01, -0.01]], "lowdin_charge": [0.984, -0.035, -0.513, -0.169, -0.047, -0.371, -0.033, 0.011, 0.091, -0.457, -0.165, -0.139, -0.029, -0.095, -0.120, -0.105, -0.038, 0.071, 0.066, 0.080, 0.091, 0.066, 0.066, 0.081, 0.110, 0.092, 0.085, 0.089, 0.105, 0.156, -0.202, -0.055, -0.130, -0.099, -0.009, -0.219, 0.051, -0.286, -0.355, -0.401, 0.908, -0.486, -0.018, 0.140, 0.091, 0.082, 0.095, 0.084, 0.028, 0.076, -0.184, 0.328, -0.217, -0.216, -0.360, 0.328, -0.196, -0.197, -0.217, 0.009, 0.002, 0.007, 0.003, 0.004, 0.007, 0.004, 0.012, 0.001, -0.046, 0.002, 0.012, 0.009, -0.004, 0.009, 0.010, 0.008, 0.005, 0.003, -0.088, -0.713, -0.084, -0.074, -0.068, 0.068, 0.071, 0.076, 0.073, 0.075, 0.060, 0.070, 0.079, 0.075, 0.029], "lumo_ev": [3.85, 3.87], "orbital_gap_ev": [4.32, 4.12], "e_homo_ev": [-0.474, -0.248], "total_charge": -2, "multiplicity": 1, "fmax_ev_per_a": 1.0}

| no. | DFT total energy (eV) |
| --- | --- |
| 1 | -10399.6345 |
| 2 | -94876.7257 |